Formula: C6H10O
Source: OMol25
Level of theory: ωB97M-V with the def2-TZVPD basis set

Geometry as XYZ:
```
17
Properties=species:S:1:pos:R:3:mulliken_charge:R:1
C 0.081 2.295 0.265 -0.72
O 0.914 1.182 0.025 -0.35
C 0.363 0.333 -0.930 -0.13
C -0.813 -0.533 -0.612 -0.32
C -0.751 -0.970 0.854 -0.56
C 0.637 -1.614 0.593 -0.53
C 0.580 -1.134 -0.856 -0.46
H 0.068 2.981 -0.598 0.28
H 0.481 2.818 1.136 0.23
H -0.953 1.976 0.472 0.31
H 0.364 0.741 -1.945 0.46
H -1.699 -0.565 -1.241 0.37
H -1.518 -1.705 1.113 0.31
H -0.772 -0.158 1.589 0.22
H 0.596 -2.705 0.660 0.28
H 1.477 -1.245 1.188 0.25
H 0.944 -1.695 -1.712 0.35
```

Output
* energy above the lowest of the compared OMol25 structures with the same formula, charge and spin: 41.25 kcal/mol
* net charge: 0
* total energy: -8429.452 eV
* structure (SMILES): CO[C@@H]1[C@@H]2CC[C@@H]21
* orbital gap: 10.528 eV


Formula: C6H10O
Source: OMol25
Level of theory: ωB97M-V with the def2-TZVPD basis set

Geometry as XYZ:
```
17
Properties=species:S:1:pos:R:3:mulliken_charge:R:1
C -1.571 0.454 -1.413 -1.35
C -0.579 0.201 -0.318 0.31
C -0.880 0.047 0.972 0.01
C 0.210 -0.092 2.010 -1.27
C 1.746 -0.619 0.254 -0.75
C 0.874 0.113 -0.729 0.27
O 1.124 -0.834 -1.781 -0.56
H -1.471 -0.306 -2.195 0.29
H -1.387 1.427 -1.886 0.30
H -2.595 0.442 -1.030 0.36
H -1.913 0.107 1.322 0.34
H 0.572 -1.102 2.231 0.28
H -0.058 0.323 2.972 0.43
H 1.043 0.572 1.737 0.36
H 2.713 -0.096 0.389 0.23
H 1.218 1.068 -1.159 0.32
H 0.954 -1.704 -1.376 0.43
```

Output
* energy above the lowest of the compared OMol25 structures with the same formula, charge and spin: 105.80 kcal/mol
* net charge: 0
* total energy: -8426.652 eV
* orbital gap: 8.909 eV


Formula: C6H10O
Source: OMol25
Level of theory: ωB97M-V with the def2-TZVPD basis set

Geometry as XYZ:
```
17
Properties=species:S:1:pos:R:3:mulliken_charge:R:1
C 1.384 0.690 1.344 -1.01
C 1.049 -0.808 1.332 -0.51
C 0.678 -1.345 -0.032 -0.34
C -0.320 -0.940 -0.825 -0.31
C -1.284 0.142 -0.489 0.78
C -1.746 0.987 -1.657 -1.23
O -1.654 0.363 0.649 -0.54
H 0.493 1.288 1.138 0.28
H 1.762 0.987 2.328 0.31
H 2.148 0.934 0.598 0.30
H 1.916 -1.369 1.698 0.35
H 0.222 -0.994 2.027 0.26
H 1.319 -2.133 -0.431 0.35
H -0.416 -1.380 -1.818 0.31
H -2.309 0.383 -2.379 0.35
H -2.368 1.808 -1.294 0.33
H -0.873 1.386 -2.189 0.31
```

Output
* energy above the lowest of the compared OMol25 structures with the same formula, charge and spin: 5.93 kcal/mol
* net charge: 0
* total energy: -8430.983 eV
* structure (SMILES): CC/C=C\C(C)=O
* orbital gap: 10.266 eV


Formula: C6H10O
Source: OMol25
Level of theory: ωB97M-V with the def2-TZVPD basis set

Geometry as XYZ:
```
17
Properties=species:S:1:pos:R:3:mulliken_charge:R:1
C -1.785 -1.548 0.857 0.00
C -0.824 -1.134 0.259 -1.15
C 0.375 -0.263 0.211 1.72
C 1.683 -1.048 0.145 -1.70
O 0.340 0.411 1.473 -0.54
C 0.301 0.859 -0.828 -0.75
C -1.076 1.504 -0.947 -1.20
H -2.591 -1.771 1.515 0.39
H 1.645 -1.899 0.834 0.40
H 1.905 -1.425 -0.855 0.37
H 2.482 -0.373 0.467 0.37
H 0.277 -0.283 2.142 0.39
H 1.036 1.599 -0.487 0.38
H 0.637 0.488 -1.802 0.33
H -1.023 2.414 -1.552 0.39
H -1.464 1.769 0.040 0.30
H -1.794 0.825 -1.420 0.32
```

Output
* energy above the lowest of the compared OMol25 structures with the same formula, charge and spin: 43.09 kcal/mol
* net charge: 0
* total energy: -8429.372 eV
* structure (SMILES): C#C[C@](C)(O)CC
* orbital gap: 10.980 eV


Formula: C6H10O
Source: OMol25
Level of theory: ωB97M-V with the def2-TZVPD basis set

Geometry as XYZ:
```
17
Properties=species:S:1:pos:R:3:mulliken_charge:R:1
O 1.217 -1.314 1.505 -0.53
C 1.566 -1.070 0.373 -0.10
C 1.525 0.312 -0.248 -0.60
C 0.462 1.222 0.379 -0.40
C -0.833 1.221 -0.386 -0.15
C -0.516 -1.960 -1.154 -0.45
C -2.034 0.946 0.123 -0.79
H 2.028 -1.850 -0.263 0.45
H 2.531 0.732 -0.100 0.37
H 1.384 0.205 -1.328 0.35
H 0.838 2.253 0.413 0.26
H 0.292 0.903 1.413 0.32
H -0.762 1.523 -1.433 0.29
H -1.072 -2.079 -2.107 0.21
H -1.104 -2.573 -0.436 0.23
H -2.938 1.034 -0.475 0.28
H -2.158 0.671 1.168 0.26
```

Output
* energy above the lowest of the compared OMol25 structures with the same formula, charge and spin: 122.58 kcal/mol
* net charge: 0
* total energy: -8425.925 eV
* orbital gap (spin up / spin down): 8.315 / 8.313 eV


Formula: C6H10O
Source: OMol25
Level of theory: ωB97M-V with the def2-TZVPD basis set

Geometry as XYZ:
```
17
Properties=species:S:1:pos:R:3:mulliken_charge:R:1
O -1.314 1.153 -0.863 -0.61
C -2.271 0.487 -0.374 0.41
C -2.147 -0.503 0.587 -1.05
C 0.111 0.658 0.890 -1.04
C 1.051 -0.341 0.431 0.31
C 1.242 -0.570 -1.062 -0.30
C 2.288 0.162 -0.320 -0.72
H -3.280 0.729 -0.757 0.36
H -3.028 -0.911 1.079 0.28
H -1.288 -1.162 0.524 0.23
H -0.309 0.556 1.880 0.39
H 0.192 1.665 0.510 0.29
H 1.170 -1.215 1.066 0.46
H 1.443 -1.595 -1.361 0.25
H 0.548 -0.012 -1.685 0.22
H 3.225 -0.338 -0.089 0.26
H 2.367 1.236 -0.455 0.26
```

Output
* energy above the lowest of the compared OMol25 structures with the same formula, charge and spin: 106.06 kcal/mol
* net charge: 0
* total energy: -8426.641 eV
* orbital gap (spin up / spin down): 6.889 / 6.874 eV